No. 1
{
  "formula": "C43H35BCrF6O5S",
  "method": "the ωB97M-V functional and the def2-TZVPD basis",
  "elements": ["Cr", "S", "F", "F", "F", "F", "F", "F", "O", "O", "O", "O", "O", "C", "C", "C", "C", "C", "C", "C", "C", "C", "C", "C", "C", "C", "C", "C", "C", "C", "C", "C", "C", "C", "C", "C", "C", "C", "C", "C", "C", "C", "C", "C", "C", "C", "C", "C", "C", "C", "C", "C", "C", "C", "C", "C", "B", "H", "H", "H", "H", "H", "H", "H", "H", "H", "H", "H", "H", "H", "H", "H", "H", "H", "H", "H", "H", "H", "H", "H", "H", "H", "H", "H", "H", "H", "H", "H", "H", "H", "H", "H"],
  "xyz": [[0.548, -1.230, 5.220], [-0.480, 2.476, -1.357], [3.378, 5.339, -0.657], [5.229, 5.300, -1.839], [6.417, 0.532, -3.529], [4.722, -0.679, -4.235], [5.072, 4.101, -0.003], [5.370, 1.072, -5.388], [-3.421, -0.760, 1.406], [3.214, -0.209, 6.289], [2.363, -2.585, 3.193], [-2.665, -1.966, -0.475], [1.441, -3.392, 7.207], [0.640, 1.409, -2.225], [-0.105, -2.218, -2.283], [0.996, -2.594, 6.488], [4.715, 2.613, -2.688], [-0.051, 0.564, 4.281], [1.476, 1.207, 0.937], [2.017, 1.850, -2.404], [-1.668, 2.332, -2.602], [4.373, 4.525, -1.115], [-1.363, 1.286, -3.474], [2.904, 1.100, -3.213], [3.842, 3.355, -1.894], [-0.050, 0.795, -3.270], [3.885, 1.238, 0.776], [-4.922, -2.681, -0.601], [1.622, -2.075, 3.938], [-0.910, -0.491, 0.748], [-2.716, 3.358, -2.781], [3.843, 0.142, -0.088], [4.238, 1.471, -3.317], [2.506, 3.008, -1.773], [-0.728, -0.283, 3.332], [0.185, -1.793, -0.979], [-3.752, 1.024, -0.217], [-1.548, -1.551, 5.291], [-4.059, -1.094, -2.255], [5.181, 0.606, -4.114], [1.397, 0.144, 0.016], [0.083, -0.394, -0.409], [0.749, -4.438, -1.773], [0.275, -3.502, -2.694], [-1.182, -1.507, 3.930], [0.877, -4.084, -0.423], [-0.457, 0.587, 5.638], [2.703, 1.740, 1.315], [-3.994, -1.490, -0.791], [2.617, -0.409, -0.460], [-4.240, -0.337, 0.291], [-5.655, -0.224, 0.810], [-0.626, -0.054, 1.974], [-1.236, -0.468, 6.141], [2.159, -0.485, 5.879], [0.637, -2.762, -0.057], [-2.349, -1.322, 0.710], [4.771, -0.275, -0.486], [-4.898, -3.046, 0.431], [-0.128, 1.407, 6.282], [-3.309, -0.343, -2.535], [0.547, 1.591, 1.378], [-1.551, -0.482, 7.191], [-5.694, 0.546, 1.588], [-0.642, -1.544, -2.947], [-3.409, 3.396, -1.932], [-4.433, 1.404, -0.996], [4.846, 1.686, 1.047], [2.566, 0.186, -3.696], [2.605, -1.244, -1.170], [-5.986, -1.178, 1.233], [0.637, 1.314, 3.882], [0.175, -3.780, -3.743], [0.433, 0.034, -3.888], [-2.051, 0.988, -4.267], [-2.064, -2.435, 5.677], [-3.730, 1.741, 0.618], [-5.059, -0.690, -2.478], [5.752, 2.911, -2.796], [-3.899, -1.985, -2.879], [-1.394, -2.343, 3.260], [-4.592, -3.487, -1.266], [1.182, -4.798, 0.336], [1.852, 3.604, -1.132], [-6.337, 0.081, 0.010], [-5.958, -2.450, -0.870], [0.792, -2.447, 0.976], [2.722, 2.557, 2.043], [-2.267, 4.354, -2.899], [0.997, -5.453, -2.082], [-3.254, 3.116, -3.703], [-2.723, 0.972, -0.617]],
  "lowdin_spin": [0.907, -0.005, -0.001, -0.001, 0.000, -0.001, -0.001, -0.001, 0.001, 0.000, 0.017, 0.013, 0.055, 0.229, 0.000, 0.032, 0.073, 0.059, 0.047, 0.032, 0.187, -0.002, 0.080, 0.056, -0.003, 0.074, 0.057, 0.001, 0.009, 0.056, 0.032, 0.013, -0.001, 0.068, 0.092, -0.002, 0.002, 0.011, 0.001, -0.002, 0.034, -0.004, 0.000, -0.002, 0.060, -0.001, 0.001, 0.021, 0.002, 0.025, 0.000, 0.000, 0.552, 0.050, -0.008, -0.004, 0.030, 0.000, 0.000, 0.000, 0.001, 0.016, 0.002, 0.000, 0.000, 0.011, 0.000, 0.002, 0.001, 0.001, 0.000, 0.002, 0.000, 0.001, 0.001, 0.000, 0.000, 0.000, 0.003, 0.000, 0.002, 0.000, 0.000, 0.002, 0.000, 0.000, 0.001, 0.000, 0.011, 0.000, 0.000, 0.001],
  "charge": 3,
  "s_squared": 3.8275,
  "gap_ev": [5.23, 4.75],
  "lumo_energy_ev": [-11.386, -12.003],
  "multiplicity": 4
}

=====

No. 2
{
  "formula": "C43H35BrN5P2STcTe",
  "method": "the ωB97M-V functional and the def2-TZVPD basis",
  "elements": ["Te", "Tc", "Br", "S", "P", "P", "N", "N", "N", "N", "N", "C", "C", "C", "C", "C", "C", "C", "C", "C", "C", "C", "C", "C", "C", "C", "C", "C", "C", "C", "C", "C", "C", "C", "C", "C", "C", "C", "C", "C", "C", "C", "C", "C", "C", "C", "C", "C", "C", "C", "C", "C", "C", "C", "H", "H", "H", "H", "H", "H", "H", "H", "H", "H", "H", "H", "H", "H", "H", "H", "H", "H", "H", "H", "H", "H", "H", "H", "H", "H", "H", "H", "H", "H", "H", "H", "H", "H", "H"],
  "xyz": [[2.447, -1.643, -2.209], [-2.127, 0.622, -0.064], [-6.778, 5.439, -1.032], [-3.539, -1.253, 0.487], [-0.494, -1.110, -0.727], [1.562, 0.915, -0.196], [-1.195, 2.444, 0.088], [-2.892, 0.124, 2.701], [5.255, -4.680, 0.462], [-3.764, -1.974, 3.014], [-2.411, 1.003, 1.833], [0.535, -3.415, 0.473], [1.078, 2.348, 3.577], [1.392, 2.204, 2.239], [0.129, 0.147, 3.587], [-5.601, 3.947, -0.930], [-1.614, -1.370, -5.171], [3.664, -2.926, -0.979], [3.357, 1.213, -0.129], [-5.854, 2.928, -0.030], [6.033, 1.912, 0.011], [-0.169, 4.473, -0.654], [3.968, 1.854, -1.204], [-4.482, 3.901, -1.744], [-0.920, -1.313, -2.489], [0.550, -4.773, 0.738], [-2.094, 2.219, 2.243], [-1.641, -3.638, -0.529], [4.009, -2.653, 0.335], [-4.924, 1.916, 0.128], [4.088, 0.927, 1.019], [-3.372, -0.984, 2.207], [4.805, -3.569, 1.009], [4.933, -4.939, -0.790], [0.464, -0.013, 2.254], [-1.509, -0.205, -3.090], [5.304, 2.200, -1.132], [-1.088, 4.374, 1.540], [-1.852, -0.225, -4.427], [4.138, -4.097, -1.554], [-3.583, 2.862, -1.595], [-1.047, -2.487, -4.576], [-0.526, -5.563, 0.372], [-3.743, 1.886, -0.611], [-0.460, 5.102, 0.560], [0.433, 1.322, 4.252], [-1.447, 3.040, 1.294], [-1.629, -4.989, -0.243], [-0.542, 3.161, -0.835], [1.102, 1.016, 1.571], [1.283, -0.781, -0.646], [-0.547, -2.847, -0.188], [5.425, 1.272, 1.081], [-0.689, -2.461, -3.240], [-2.722, 2.845, -2.255], [-2.285, 2.523, 3.261], [-0.381, -0.655, 4.098], [3.603, 0.450, 1.859], [0.256, -0.952, 1.756], [5.988, 1.051, 1.974], [3.683, -1.748, 0.826], [-0.893, -3.388, -5.147], [-2.490, -3.196, -1.032], [-0.507, -6.624, 0.565], [-0.259, -3.338, -2.776], [3.386, 2.090, -2.085], [1.329, 3.262, 4.090], [-6.760, 2.934, 0.553], [1.883, 3.004, 1.703], [-3.756, -1.844, 4.011], [-1.340, 4.807, 2.493], [3.899, -4.353, -2.575], [-4.312, 4.676, -2.475], [-1.879, -1.393, -6.216], [5.104, -3.404, 2.037], [1.410, -5.209, 1.222], [5.325, -5.861, -1.197], [-1.689, 0.686, -2.477], [-2.474, -5.601, -0.515], [-0.351, 2.662, -1.777], [0.314, 5.006, -1.457], [0.161, 1.444, 5.290], [-0.202, 6.136, 0.715], [7.072, 2.196, 0.074], [1.375, -2.798, 0.762], [-2.302, 0.643, -4.885], [-5.139, 1.144, 0.855], [-4.242, -2.764, 2.618], [5.779, 2.708, -1.958]],
  "lowdin_spin": [0.000, 0.854, 0.000, 0.080, 0.007, 0.007, 0.001, -0.003, 0.000, 0.003, -0.016, 0.002, -0.002, 0.000, 0.000, 0.001, -0.001, 0.002, 0.000, 0.000, 0.000, 0.003, 0.000, -0.002, 0.000, 0.001, 0.013, 0.001, 0.000, 0.005, 0.000, 0.006, 0.000, 0.000, 0.000, -0.001, 0.000, 0.000, 0.000, 0.000, 0.001, 0.000, 0.000, -0.008, 0.000, -0.002, 0.001, 0.001, -0.001, 0.001, 0.043, 0.003, 0.000, -0.001, 0.000, 0.000, 0.000, 0.000, 0.001, 0.000, 0.000, 0.000, 0.001, 0.000, 0.000, 0.000, 0.000, 0.000, 0.000, 0.000, 0.000, 0.000, 0.000, 0.000, 0.000, 0.000, 0.000, 0.000, 0.000, 0.000, 0.000, 0.000, 0.000, 0.000, 0.001, 0.000, 0.001, 0.000, 0.000],
  "charge": 1,
  "s_squared": 0.7698,
  "gap_ev": [3.79, 3.82],
  "lumo_energy_ev": [-5.658, -5.463],
  "multiplicity": 2
}